(1)
The following is a DFT calculation (the ωB97M-V functional and the def2-TZVPD basis) of a single C21H16Cl2N4O2S molecule.

Structure (XYZ):
```
46
Properties=species:S:1:pos:R:3:forces:R:3
Cl 3.000346 -0.277644 -2.647713 0.1148 0.0402 -0.1363
Cl -0.198862 -3.935377 -0.283048 -0.0759 0.0059 -0.0034
S -0.160954 -0.304631 2.604604 -0.1646 -0.1485 0.3252
O 0.975281 -3.187038 4.395638 -0.0545 -0.0801 0.3020
O -5.194731 0.335510 -1.390348 0.1723 0.2870 0.0298
N 0.029959 1.129905 0.294739 0.3799 -0.0086 0.1966
N 1.279529 -3.046028 2.179975 -0.0876 -0.8374 -0.0732
N 1.873517 1.133890 1.572666 -0.0949 -0.0307 0.3909
N 2.712298 -1.609526 1.048326 0.0025 -0.5186 0.3298
C 3.122328 -0.992140 -0.039405 -0.0991 0.0642 -0.4487
C -1.294368 0.892427 -0.117707 -0.5618 -0.2122 -0.1842
C 2.100917 3.212530 -1.963293 -0.0550 0.0599 -0.0756
C 1.692945 -2.451593 1.001335 0.0491 0.1538 -0.5600
C -3.910779 0.443203 -0.964101 0.1653 0.0841 0.0439
C 0.965764 1.902618 -0.365591 0.7366 0.2284 0.0047
C 1.198200 -2.491561 3.436943 0.0607 0.2255 -0.2115
C 3.238120 3.217463 -1.154615 0.1617 0.0782 -0.0445
C -5.785588 -0.941667 -1.440889 -0.0983 -0.2198 -0.0139
C -3.101629 -0.623711 -0.585838 -0.3693 -0.0431 -0.0813
C 1.066667 -2.758462 -0.219548 0.2344 0.2486 0.1285
C 2.118686 1.886617 0.451654 -0.5873 0.1825 -0.4838
C 0.945711 2.555677 -1.586099 -0.1704 -0.0047 -0.0454
C -2.101547 1.963932 -0.491909 0.0240 -0.1340 0.0901
C -3.392386 1.739879 -0.913786 -0.1585 -0.1422 -0.0676
C 2.502706 -1.174302 -1.268723 -0.1544 -0.2472 0.2582
C 0.652328 0.705558 1.440449 0.3877 0.0847 0.2911
C 1.463536 -2.094556 -1.365192 0.1931 0.0799 0.2015
C -1.801932 -0.396702 -0.170715 0.2080 0.2495 -0.0676
C 3.269505 2.556761 0.055893 -0.1209 -0.0522 -0.0007
C 1.282794 -0.984495 3.504772 -0.3237 0.3470 0.0500
H -1.181071 -1.230113 0.115032 0.0560 -0.0774 0.0053
H 0.975022 -2.279830 -2.308661 -0.0497 -0.0293 -0.0771
H 0.940994 -3.999288 2.113258 0.0513 0.1846 0.1393
H -5.812110 -1.410773 -0.452489 0.0143 0.0127 -0.0365
H 4.116321 3.746830 -1.493129 0.0750 0.0479 -0.0242
H -3.466714 -1.637664 -0.611884 -0.0644 -0.0913 -0.0140
H 4.148524 2.550492 0.680017 0.1214 0.0042 0.0872
H -4.030860 2.558312 -1.205334 -0.0731 0.1050 -0.0318
H 2.167072 -0.576882 3.017308 -0.0060 -0.0347 0.1392
H 0.070757 2.541952 -2.218086 -0.0620 0.0214 -0.0844
H 2.126656 3.731895 -2.909510 -0.0065 0.0399 -0.0785
H 3.960735 -0.323749 0.082968 0.0597 0.1267 -0.1504
H -1.713368 2.969690 -0.438772 0.0369 0.0973 0.0071
H 1.216455 -0.668291 4.544264 0.0733 -0.1054 -0.0940
H -6.803968 -0.780363 -1.790305 0.0692 -0.0645 0.0298
H -5.262805 -1.598753 -2.143152 -0.0093 0.0227 0.0383
```
Forces are in eV/Å.

## Properties
Frontier orbital gap (eV): 8.468
Calculated total energy (eV): -67973.32923
LUMO level (eV): 0.305
E_HOMO (Eh): -0.30001
Energy relative to the best compared isomer or geometry (same formula, charge and spin) (kcal/mol): 0.0
SMILES: COc1ccc(-n2c(SCC(=O)Nc3ncc(Cl)cc3Cl)nc3ccccc32)cc1



(2)
The following is a DFT calculation (the ωB97M-V functional and the def2-TZVPD basis) of a molecular structure, C21H17AsClF12N3O4PtS2.

Structure (XYZ):
```
62
Properties=species:S:1:pos:R:3:forces:R:3
Pt -0.176969 0.011882 -0.791471 0.6147 0.3170 -0.2054
As -0.191258 -4.074185 -0.507217 0.1503 -0.3463 0.2316
Cl -3.713625 0.468169 1.790673 -0.0609 -0.0899 -0.0076
S -3.246772 1.083299 -1.802037 -0.0664 0.2018 -0.0199
S -3.949042 -1.610480 -1.544421 0.0618 -0.1074 -0.1058
F -2.006415 -2.154949 -3.203926 -0.0285 -0.0507 0.0657
F -1.568742 0.591456 -3.743623 -0.0466 0.0316 0.0492
F -0.342731 -3.624212 1.153105 0.0090 0.0162 -0.0620
F -3.450529 -3.764264 -2.953273 0.0717 -0.0678 0.0750
F -3.339437 1.680579 -4.359282 -0.0741 -0.0296 0.0154
F 1.516836 -3.905229 -0.335274 0.0173 -0.0872 0.0224
F -1.777486 2.689483 -3.252271 -0.0121 -0.0341 0.0723
F 0.009675 -4.044464 -2.199439 -0.0006 0.0266 0.0352
F -0.140396 -5.744945 -0.272170 0.0063 0.0597 -0.0193
F -0.099185 -2.037325 -0.714356 -0.5079 0.1642 -0.2304
F -1.868491 -4.001969 -0.671986 -0.1436 0.0287 -0.0830
F -3.954121 -2.034140 -4.133604 -0.0365 0.0212 0.0595
O -3.961446 2.236743 -1.364584 0.0570 0.0480 -0.1090
O -2.059945 0.883730 -0.898213 -0.0327 -0.5525 0.0985
O -2.925769 -1.655377 -0.539497 -0.1645 0.0141 -0.0167
O -5.242971 -2.136936 -1.300480 0.0413 0.0094 0.0344
N 1.833621 -0.131390 -0.883908 -0.0092 0.1057 0.0346
N -4.055131 -0.136816 -2.172955 -0.0841 0.0808 0.1404
N 0.276333 1.932193 -0.802410 -0.1367 0.1272 -0.0604
C 3.303377 -1.420034 0.546693 0.0496 -0.0379 0.0045
C -1.043769 0.932062 2.033543 0.0628 0.0960 0.0772
C 5.173408 -1.049196 2.021342 0.0048 -0.0040 -0.0045
C -2.365840 1.431264 2.163551 0.0686 0.0466 -0.0593
C -0.181237 3.014145 2.946314 -0.0316 0.0183 0.0025
C -0.336352 3.088632 -0.703747 0.0400 -0.0396 -0.0181
C -3.301704 -2.460730 -3.057888 0.0258 -0.0488 -0.0804
C 1.629250 2.177296 -0.986377 0.0176 -0.0149 0.0270
C 2.548083 -1.872833 1.626184 -0.0034 -0.0686 -0.0404
C 0.032944 1.750405 2.466260 -0.0027 -0.0394 0.0082
C 3.101083 -1.895163 2.897292 0.0176 -0.0001 0.0055
C -2.453009 1.536283 -3.404136 0.2119 0.1096 -0.0280
C -0.733442 -0.326336 1.481192 -0.0784 -0.0528 0.0936
C 2.707597 -1.327783 -0.839091 0.0164 0.0387 -0.0235
C -1.495605 3.497379 3.017372 0.0420 0.0032 0.0027
C -2.574775 2.718723 2.639165 -0.0074 -0.0276 -0.0002
C 0.643270 4.159786 -0.845642 -0.0143 -0.0199 0.0140
C 4.619248 -1.017412 0.748935 -0.0452 0.0898 0.0370
C 4.411319 -1.478399 3.097502 -0.0115 0.0063 0.0025
C 2.431174 1.017622 -1.029107 0.0745 0.0246 0.0066
C 1.861028 3.581074 -1.026303 0.0096 0.0363 0.0101
H 2.814920 4.062437 -1.164935 -0.0039 0.0027 -0.0017
H -3.585337 3.091770 2.726021 -0.0053 -0.0037 0.0017
H 3.507505 1.061760 -1.149778 -0.0043 -0.0044 0.0028
H 2.517167 -2.268271 3.728457 0.0023 -0.0072 0.0043
H 2.127978 -2.197173 -1.114745 -0.0184 0.0491 0.0362
H 0.405384 5.210393 -0.811491 0.0039 0.0017 -0.0034
H -1.677814 4.494948 3.396605 -0.0008 -0.0010 0.0003
H 1.038037 1.346214 2.400995 -0.0024 -0.0066 0.0016
H 0.250400 -0.725975 1.696675 -0.0311 -0.0352 -0.0454
H -1.401126 3.165946 -0.540951 -0.0343 -0.0078 -0.0279
H 3.495596 -1.164472 -1.575451 -0.0118 -0.0484 -0.0135
H 0.643430 3.627283 3.281924 -0.0013 0.0010 -0.0026
H -1.509658 -1.040663 1.209739 -0.0048 0.0669 -0.0026
H 4.844473 -1.511510 4.088080 0.0005 0.0017 0.0015
H 1.557702 -2.279142 1.463046 0.0365 0.0058 -0.0045
H 6.203549 -0.753132 2.167101 0.0005 -0.0011 0.0040
H 5.225748 -0.698036 -0.091728 0.0032 -0.0159 -0.0026
```
Forces are in eV/Å.

## Properties
Frontier orbital gap (spin up / spin down) (eV): 6.620 / 5.197
Calculated total energy (eV): -165593.29158
LUMO level (spin up / spin down) (eV): -6.011 / -7.421
E_HOMO (spin up / spin down) (Eh): -0.46418 / -0.46371
Multiplicity: 2
Energy relative to the best compared isomer or geometry (same formula, charge and spin) (kcal/mol): 9.9
Charge: +1